Entry 1:
{"formula": "C2H7OS", "method": "the ωB97M-V functional and the def2-TZVPD basis", "elements": ["O", "H", "C", "C", "S", "H", "H", "H", "H", "H", "H"], "positions_angstrom": [[2.4353, 0.4434, -1.8558], [2.2071, 0.9383, -2.6546], [-1.3647, -0.7428, 0.1188], [-0.0105, -0.3083, 0.6649], [-0.0329, 1.3920, 1.5147], [-2.1171, -0.5253, 0.8894], [-1.6403, -0.2187, -0.8222], [-1.3535, -1.8578, 0.1143], [0.5132, -0.1292, -0.2752], [0.3792, -0.7856, 1.5758], [0.9841, 1.7940, 0.7300]], "forces_ev_per_angstrom": [[-0.3343, 0.0618, 0.1195], [0.0347, -0.0627, 0.1222], [-0.5848, -0.5244, 1.7873], [-0.8213, 1.8112, 0.1797], [-0.0455, -0.1318, -1.0054], [-0.2807, 0.1111, -0.3207], [0.3449, -0.7082, 0.5832], [-0.0930, 0.6800, -0.8600], [1.7040, -0.4018, 0.6725], [0.1214, -1.0996, -1.4266], [-0.0454, 0.2645, 0.1482]], "de_lowest_kcal_mol": 54.1, "total_charge": -1, "spin_multiplicity": 1, "max_force_ev_per_a": 2.00, "gap_ev": 5.9, "lumo_ev": 3.539}

***

Entry 2:
{"formula": "C2H7OS", "method": "the ωB97M-V functional and the def2-TZVPD basis", "elements": ["O", "H", "C", "C", "S", "H", "H", "H", "H", "H", "H"], "positions_angstrom": [[1.6657, 1.4871, 2.5095], [2.1166, 2.0597, 1.8757], [-0.4584, -1.0508, -1.4276], [-0.9240, -0.2437, -0.1488], [0.0892, 1.2979, -0.1064], [-0.9910, -1.9865, -1.5238], [-0.5063, -0.3636, -2.2630], [0.5993, -1.2449, -1.2731], [-0.4914, -0.8696, 0.6258], [-2.0127, -0.2119, -0.1400], [0.9131, 1.1263, 1.8716]], "forces_ev_per_angstrom": [[-1.2085, -0.7080, -0.8658], [-0.0908, -0.1351, 0.1118], [0.0112, 1.1769, 1.2455], [2.0515, -0.9036, -1.4336], [-1.0075, -0.0740, -0.0075], [-0.3359, -0.3223, -0.4208], [-0.3416, -0.2485, -0.5429], [0.1407, -0.1798, -0.0748], [-0.7581, -0.0465, 0.7176], [0.0062, 0.4451, 0.3147], [1.5328, 0.9956, 0.9559]], "de_lowest_kcal_mol": 10.2, "total_charge": -1, "spin_multiplicity": 1, "max_force_ev_per_a": 2.66, "gap_ev": 7.1, "lumo_ev": 4.322}

***

Entry 3:
{"formula": "C2H7OS", "method": "the ωB97M-V functional and the def2-TZVPD basis", "elements": ["O", "H", "C", "S", "C", "H", "H", "H", "H", "H", "H"], "positions_angstrom": [[-1.0821, -1.9023, -1.4119], [-1.5780, -2.0211, -0.6005], [-0.4914, -0.5044, 1.0158], [-0.7089, 0.9959, 0.0797], [1.1414, 1.5305, -0.1174], [0.5087, -0.9114, 1.1528], [-1.4219, -0.9561, 1.3774], [-0.4294, -1.1548, -1.1693], [1.3142, 1.7998, -1.1882], [1.6310, 0.6887, 0.3584], [1.1163, 2.4352, 0.5032]], "forces_ev_per_angstrom": [[1.2433, 0.8304, -1.0322], [0.3616, 0.3476, 0.4029], [-0.0489, 0.0780, 0.5948], [1.1991, 0.4109, -0.6985], [-2.8022, 0.5646, 0.1969], [-0.4030, -0.0716, -0.0968], [0.5957, 0.2140, 0.0983], [-1.7567, -1.6415, 0.0887], [0.2176, -0.6586, 1.0023], [0.6077, 0.1950, -0.4109], [0.7859, -0.2690, -0.1455]], "de_lowest_kcal_mol": 78.7, "total_charge": -1, "spin_multiplicity": 1, "max_force_ev_per_a": 2.87, "gap_ev": 4.4, "lumo_ev": 3.952}

***

Entry 4:
{"formula": "C2H7S2", "method": "the ωB97M-V functional and the def2-TZVPD basis", "elements": ["C", "C", "S", "H", "H", "H", "H", "H", "S", "H", "H"], "positions_angstrom": [[-0.7930, -0.2239, -1.8388], [-0.2767, -1.1947, -0.7827], [1.3380, -0.7060, -0.1316], [-0.0633, -0.1388, -2.6578], [-0.9041, 0.7867, -1.3956], [-1.7552, -0.5146, -2.2718], [-0.1916, -2.2083, -1.1990], [-1.0082, -1.2600, 0.0453], [-0.7199, 1.3445, 1.4403], [-0.0040, 1.8958, 2.4273], [0.3376, 0.5252, 0.8688]], "forces_ev_per_angstrom": [[0.2092, 0.5850, -0.0519], [-0.3026, -0.3073, 0.0695], [0.3305, -0.0734, 0.0486], [-0.1497, -0.0173, 0.2061], [0.0565, -0.4995, -0.2616], [-0.1071, -0.1059, 0.0624], [-0.0983, 0.1782, 0.0000], [0.2149, 0.0556, -0.2424], [-0.6630, 0.4071, 0.2732], [0.1541, -0.0943, -0.0387], [0.3556, -0.1282, -0.0652]], "de_lowest_kcal_mol": 5.0, "total_charge": -1, "spin_multiplicity": 1, "max_force_ev_per_a": 0.82, "gap_ev": 6.7, "lumo_ev": 3.770}

***

Entry 5:
{"formula": "C2H7S2", "method": "the ωB97M-V functional and the def2-TZVPD basis", "elements": ["S", "H", "C", "C", "S", "H", "H", "H", "H", "H", "H"], "positions_angstrom": [[-0.6799, 2.3882, -0.0351], [0.3351, 3.2501, 0.1894], [-0.5235, -2.1829, -1.1184], [-0.2558, -1.7089, 0.3050], [1.1151, -0.5747, 0.5111], [-0.7255, -1.3005, -1.7379], [0.3506, -2.6576, -1.5592], [-1.4153, -2.8074, -1.1855], [-0.0533, -2.6049, 0.8989], [-1.1175, -1.2183, 0.7517], [0.6118, 0.5832, -0.1470]], "forces_ev_per_angstrom": [[0.0331, 0.2312, -0.1786], [-0.1201, -0.1540, -0.0273], [-0.1902, 1.1709, -0.3283], [-0.3230, -0.4468, -0.0186], [0.8116, 0.2538, -0.4089], [0.0121, -0.1078, 0.0046], [-0.0001, -0.2641, 0.1168], [0.0980, -0.2776, 0.0801], [0.1770, 0.2407, 0.2687], [-0.3015, -0.0835, -0.1653], [-0.1969, -0.5629, 0.6569]], "de_lowest_kcal_mol": 5.3, "total_charge": -1, "spin_multiplicity": 1, "max_force_ev_per_a": 1.23, "gap_ev": 6.5, "lumo_ev": 3.676}